The following is a quantum chemistry calculation of C21H15AuN4OS2 as an isolated structure, from the Open Molecules 2025 dataset.

Last column: Löwdin charge in e.
Atoms and positions in Å:
C1 -0.94149 -0.98048 -5.33916  -0.08
H1 4.27989 0.65603 1.89729  0.11
H2 -0.51320 3.90407 0.32980  0.11
C2 -0.57429 2.03800 1.39515  -0.41
C3 1.49670 -0.24470 0.20755  -0.18
C4 -0.30138 -0.80315 -4.11801  -0.45
H3 -0.54393 -0.17726 4.04795  0.13
H4 2.02373 -0.19571 2.28885  0.09
C5 -1.89317 -2.78630 2.08210  -0.87
N1 -0.12121 -0.84877 -1.80765  -0.05
C6 -0.20028 1.43418 2.65895  -0.18
H5 -3.90244 -2.09369 -4.12653  0.11
C7 3.63228 0.46786 1.05038  -0.06
C8 2.34725 -0.01279 1.27495  -0.08
Au1 -0.41750 -0.96088 0.22298  1.11
O1 -1.16773 1.43103 0.46310  -0.12
S1 1.30217 -0.19908 -3.82710  1.16
N2 -2.45476 -3.92518 2.58238  0.06
C9 -0.93432 -1.09628 -2.90852  -0.27
C10 -0.46571 0.07985 2.99287  -0.09
C11 -2.23823 -1.45290 -5.32450  -0.08
C12 -0.25504 3.43662 1.27178  -0.02
C13 4.09618 0.71276 -0.23675  -0.07
H6 -2.46206 -4.02311 3.58388  0.10
H7 0.56147 5.19324 2.12019  0.10
C14 -2.88209 -1.73537 -4.11522  -0.06
C15 3.27219 0.45652 -1.31660  -0.04
C16 1.05073 -0.36093 -2.13877  -0.51
H8 -2.76390 -1.59834 -6.25833  0.11
S2 -2.34923 -2.35056 0.44106  0.59
H9 1.09308 4.13106 4.31406  0.09
C17 0.65014 3.54777 3.51899  -0.12
C18 -2.24610 -1.56111 -2.90358  -0.02
C19 1.98690 -0.02469 -1.08635  -0.25
N3 -1.08895 -2.11273 2.82753  -0.01
H10 0.57199 1.74909 4.64415  0.11
C20 0.35889 2.22727 3.69288  -0.08
H11 -3.22588 -4.32152 2.07655  0.07
C21 0.33759 4.14338 2.27376  -0.09
H12 3.62355 0.62678 -2.32789  0.10
H13 -2.75528 -1.77329 -1.97547  0.03
N4 -0.64327 -0.94210 2.21251  -0.20
H14 -0.43919 -0.74888 -6.26855  0.11
H15 5.09595 1.09429 -0.39264  0.11

LUMO energy ... -0.69 eV
E_HOMO ... -6.88 eV
Calculated total energy ... -55390.4274 eV
Gap between HOMO and LUMO ... 6.19 eV



The following is a quantum chemistry calculation of C21H15BrF8N2O6S2SiTc as an isolated structure, from the Open Molecules 2025 dataset.

Last column: Löwdin charge in e.
Atoms and positions in Å:
C1 1.65535 0.88679 -1.77465  -0.12
S1 1.58079 -2.25814 -0.08705  0.60
O1 2.66011 -1.50485 2.69716  -0.27
O2 4.51062 -3.10736 2.26893  -0.24
H1 -4.71063 -1.44662 -0.22601  0.12
H2 -2.16670 -2.95510 -2.55015  0.11
F1 -2.70363 -1.31128 -3.53606  -0.04
C2 1.16096 1.56527 1.99292  -0.09
H3 3.36270 0.52610 -2.97317  0.11
N1 -5.28224 1.07747 2.65461  0.09
C3 2.25552 4.11026 1.77225  -0.08
C4 1.27432 3.69680 0.88328  -0.10
C5 -4.14303 1.06577 1.97230  -0.06
F2 0.35770 -3.90806 1.56937  0.18
H4 3.45637 3.56902 3.46373  0.11
C6 0.16263 0.17948 -4.03153  -0.08
F3 3.92221 0.20123 0.59859  0.13
C7 -6.05744 -0.72619 1.29260  -0.66
C8 -2.61808 0.19041 0.19657  -0.43
S2 3.61662 -2.09891 1.81765  0.62
Tc1 -0.55331 -1.23410 -1.49106  1.28
C9 4.67187 -0.70888 1.22400  -0.68
C10 -0.54104 0.52554 -2.83164  -0.25
F4 0.96781 -4.82227 -0.29149  0.18
O3 0.80463 -1.18010 0.51798  -0.34
F5 -0.70665 -3.43187 -0.27057  0.06
C11 2.28187 0.52181 -2.91996  -0.08
H5 2.48078 1.29921 3.65297  0.11
H6 -7.14203 0.22441 2.88638  0.11
H7 -1.21655 3.06514 -0.86137  0.04
O4 -2.41517 -0.63681 -0.69934  -0.05
H8 0.76301 0.56354 2.08407  0.09
F6 5.60430 -1.14427 0.38690  0.16
C12 -3.89743 0.17514 0.93284  -0.10
F7 5.25561 -0.13740 2.27321  0.15
Si1 -0.50486 1.89863 -0.29983  0.73
C13 0.71679 2.41868 0.97911  -0.27
C14 -1.68434 -2.05895 -2.98184  -0.44
C15 -4.87810 -0.74716 0.58119  -0.03
C16 -6.21912 0.19894 2.31919  -0.16
H9 -0.41288 -0.06387 -4.91398  0.11
H10 -1.58213 0.81297 -2.92418  0.11
C17 1.52034 0.14210 -4.06035  -0.06
C18 0.21410 0.86719 -1.66681  -0.39
O5 -1.76060 1.09393 0.56484  -0.05
C19 2.68815 3.24946 2.77118  -0.07
H11 2.03038 -0.14365 -4.97090  0.11
C20 0.52208 -3.72205 0.27527  -0.65
C21 2.13958 1.97915 2.88318  -0.07
N2 2.97995 -2.57056 0.40924  -0.26
F8 -0.92802 -2.50820 -4.04485  -0.03
O6 1.48927 -2.21439 -1.54943  -0.34
Br1 -7.44797 -1.93202 0.89232  0.77
H12 0.93988 4.37959 0.10923  0.10
H13 2.68011 5.10205 1.68659  0.10
H14 -3.39081 1.78811 2.26237  0.13
H15 2.23636 1.19890 -0.91582  0.09

LUMO energy (spin up / spin down) ... -1.00 / -1.21 eV
<S²> ... 0.76
E_HOMO (spin up / spin down) ... -8.33 / -8.07 eV
Calculated total energy ... -160813.6320 eV
2S+1 ... 2
Gap between HOMO and LUMO (spin up / spin down) ... 7.33 / 6.86 eV



The following is a quantum chemistry calculation of C21H15ClFN6O4PtS as an isolated structure, from the Open Molecules 2025 dataset.

Last column: Löwdin charge in e.
Atoms and positions in Å:
C1 -2.31745 -2.30784 0.31853  -0.29
C2 -1.47633 0.49267 3.97695  -0.14
H1 0.86250 2.18819 2.41896  0.11
O1 1.92430 4.25240 -3.06463  0.21
C3 -0.93823 -2.65972 0.37873  -0.18
N1 0.22317 2.74266 -3.41443  0.09
N2 1.88707 3.19090 -5.07933  0.24
H2 -1.37147 3.46856 -2.26921  0.17
N3 -0.35327 -3.84197 0.14867  0.24
C4 -1.31280 0.92215 5.27868  -0.64
H3 2.69315 3.72906 -5.38523  0.20
O2 -0.51873 0.75836 -1.46975  -0.06
H4 -4.35853 0.16422 0.82799  0.11
N4 -0.03188 -1.71315 0.75012  0.05
O3 -0.46917 2.33172 0.09378  -0.09
H5 2.55937 -0.74223 1.39222  0.13
H6 1.28470 3.00397 4.72812  0.13
C5 1.39419 2.24034 -5.97503  -0.34
C6 0.28356 1.82323 3.25659  -0.12
H7 0.23367 3.90685 -1.69170  0.14
C7 -3.41099 -3.08248 0.03317  -0.26
H8 4.16661 -4.67117 0.69633  0.14
C8 -0.30631 1.83020 5.56854  -0.03
N5 -2.61655 -0.99328 0.63988  -0.10
C9 3.30323 -4.01633 0.70173  0.08
Pt1 -0.82034 0.30984 0.94340  1.31
C10 -0.33050 1.82459 -4.17710  0.11
H9 1.94974 -5.59950 0.07798  0.15
N6 -0.68796 0.93460 2.99042  -0.12
C11 0.21493 1.52519 -5.42557  -0.07
H10 -0.80876 -4.69961 -0.13056  0.20
C12 -3.89756 -0.78958 0.60642  -0.36
O4 1.85846 2.01197 -7.04611  0.24
S1 -4.82219 -2.16764 0.17806  1.21
H11 -1.21708 1.31992 -3.81705  0.17
F1 -0.32732 0.60747 -6.14709  0.24
Cl1 -2.35291 0.32743 6.49531  0.78
H12 -3.44983 -4.12963 -0.23348  0.11
H13 4.48087 -2.30168 1.33213  0.14
C13 -0.43379 1.95751 -1.11108  -0.64
H14 -0.16847 2.17790 6.58404  0.13
C14 1.00548 -3.68931 0.38815  -0.12
H15 -2.25537 -0.21389 3.72655  0.11
C15 2.05334 -4.55690 0.34938  0.07
C16 1.16305 -2.30739 0.76739  -0.14
C17 2.44250 -1.78026 1.11181  0.05
C18 -0.35458 3.10282 -2.11637  0.01
C19 3.48727 -2.64327 1.07426  0.01
C20 0.50070 2.28504 4.53798  -0.01
C21 1.43650 3.47706 -3.81852  -0.38

LUMO energy (spin up / spin down) ... -9.45 / -12.40 eV
Net charge ... +3
<S²> ... 6.05
E_HOMO (spin up / spin down) ... -16.83 / -16.83 eV
Calculated total energy ... -68444.8083 eV
2S+1 ... 5
Gap between HOMO and LUMO (spin up / spin down) ... 7.38 / 4.43 eV